Entry 1:
The following is a quantum chemistry calculation of a molecular structure, C23H19ClHfN4O4S, from the Open Molecules 2025 dataset.

XYZ file:
```
53
Properties=species:S:1:pos:R:3:forces:R:3
N -1.575743 -3.453988 2.174144 0.03 -0.05 -0.01
H 2.525693 3.859667 4.142019 -0.01 0.00 0.00
C -1.352108 0.430934 -1.707285 -0.31 0.20 0.26
C -2.461682 -4.348442 1.669939 -0.01 -0.02 -0.01
C -2.309423 -4.691740 0.348981 0.01 0.00 -0.01
C -1.852111 0.969934 -2.874114 0.11 -0.08 -0.07
C -1.284987 -4.106608 -0.395886 -0.02 0.00 0.06
N -0.056388 2.107191 -2.149927 0.12 -0.06 -0.12
S 0.532902 -1.837907 2.236193 0.11 -0.13 -0.07
C 2.586462 2.888906 3.668494 0.00 0.01 -0.02
H 1.438218 2.289607 0.044657 -0.18 0.23 0.17
H -1.058066 -3.508763 -2.411598 -0.01 0.00 -0.01
C 1.600360 2.481805 2.789812 0.03 -0.01 0.04
H 3.932944 5.481116 -1.198729 0.00 0.00 0.00
H 2.866233 -0.618861 2.055157 0.01 0.01 -0.08
N -0.279729 1.112124 -1.250580 0.23 -0.29 0.07
C -1.893430 -0.600253 -0.773274 -0.03 0.13 -0.04
C 3.751585 0.799419 3.350575 0.05 0.02 0.01
H -0.090033 -4.898027 -1.945780 0.00 0.00 0.00
H 3.194535 3.841981 0.528814 0.00 0.00 0.00
H -3.053855 -5.367194 3.443122 0.00 0.00 0.00
C 1.478273 3.899839 -2.933978 0.04 0.00 -0.06
C -0.998144 2.058972 -3.117985 -0.13 -0.03 -0.03
H -3.291246 -1.020772 -2.703755 0.01 0.03 -0.01
H 2.844939 5.456867 -3.420262 0.01 0.00 0.00
H -2.986626 -5.399930 -0.104371 0.00 -0.01 0.01
N -0.430552 -3.226174 0.164397 -0.03 0.05 -0.09
C -3.046242 0.610211 -3.728097 0.00 0.08 0.07
C -0.583959 -2.921580 1.426533 0.09 0.04 -0.02
H 4.585070 0.147053 3.572920 0.00 0.00 -0.01
C 2.758267 0.381852 2.473883 -0.10 0.21 -0.22
H -1.834752 -5.096203 -2.217256 0.00 0.00 0.00
C 2.515409 4.777667 -2.646175 0.02 0.01 0.00
O -1.434630 -0.427971 0.456295 0.10 0.27 0.27
H 4.427840 2.365074 4.640789 0.00 0.00 0.00
H -4.142786 -5.590680 2.066343 0.00 0.00 0.00
H 1.052967 3.918339 -3.920405 0.04 -0.02 0.05
O -2.637389 -1.488934 -1.099786 -0.05 0.08 0.02
C -1.069765 -4.430213 -1.828964 0.02 0.01 0.00
C 3.660159 2.046358 3.948318 0.00 -0.03 -0.01
C 3.127864 4.790023 -1.404873 -0.01 0.00 -0.01
C 2.712918 3.884977 -0.439340 0.03 -0.01 0.00
O -3.645309 -0.545758 -3.479022 -0.01 -0.08 0.02
Hf 0.495359 0.145407 0.732565 0.26 -0.68 -0.34
C 1.038812 3.023564 -1.950850 0.08 0.10 0.04
H -1.648530 -3.177729 3.147517 -0.01 0.01 -0.01
H 0.773117 3.151560 2.582669 0.00 -0.01 0.01
C -3.510803 -4.874419 2.582695 0.00 0.00 0.01
C 1.666568 1.225451 2.166513 -0.62 0.25 0.29
O -3.410931 1.354120 -4.586135 0.03 -0.03 -0.03
C 1.673923 3.018062 -0.718130 0.18 -0.21 -0.11
Cl -1.165275 3.172448 -4.357520 -0.04 0.00 0.00
H -4.135922 -4.058383 2.950734 0.00 0.00 0.00
```
Positions in Å, forces in eV/Å.

Summary:
Charge   +2
Frontier orbital gap   0.257 Eh

Results of the natural (NBO) charge analysis, in e, for atoms 1 through 4: -0.499, 0.244, 0.077, 0.352

***

Entry 2:
The following is a quantum chemistry calculation of C4H6N2 in the gas phase, from the Open Molecules 2025 dataset.

XYZ file:
```
12
Properties=species:S:1:pos:R:3:forces:R:3
H 0.581630 -1.924389 -1.199789 -0.04 0.02 0.06
H 1.214883 -1.124194 1.053408 -0.04 -0.02 0.00
H 1.401442 0.240933 -0.077174 0.07 -0.03 -0.02
C -0.634413 -0.300151 -1.617547 -0.20 0.09 -0.34
N -0.296952 1.567340 1.155995 0.32 0.34 -0.17
C -0.079195 -1.233203 -0.673074 0.42 -0.37 0.43
C -0.372351 0.275871 1.227528 0.04 -0.37 0.20
H -0.964760 2.136097 1.655269 0.00 0.00 -0.04
C 0.676777 -0.432782 0.403933 -0.24 0.24 0.14
H 0.400790 2.088149 0.607687 -0.18 -0.19 0.11
H -0.890888 -1.792595 -0.206065 0.06 -0.06 -0.02
N -1.036962 0.498924 -2.330172 -0.20 0.35 -0.35
```
Positions in Å, forces in eV/Å.

Summary:
Frontier orbital gap   0.347 Eh

Results of the natural (NBO) charge analysis, in e, for atoms 1 through 4: 0.250, 0.239, 0.177, 0.287

***

Entry 3:
The following is a quantum chemistry calculation of C28H33N3O2 in the gas phase, from the Open Molecules 2025 dataset.

XYZ file:
```
66
Properties=species:S:1:pos:R:3:forces:R:3
C -6.843790 -0.327315 -2.106215 0.05 -0.13 0.25
H 4.100385 -1.275710 -1.594077 0.02 0.03 -0.07
H 2.050491 0.216109 1.134748 -0.02 0.02 -0.01
H -10.045018 0.025932 2.666907 -0.02 -0.03 0.05
H 5.873360 2.591223 -2.299620 -0.04 0.00 -0.07
H 8.725188 1.801398 1.636796 0.07 -0.03 0.08
H 4.699865 -2.903015 0.933670 0.09 0.02 -0.03
H 6.653884 -1.822732 2.062866 -0.05 0.07 0.04
H -11.571521 1.414862 1.261548 -0.08 0.02 0.00
C 6.500499 2.418962 -1.436510 -0.06 0.03 -0.10
N 5.235997 -0.856515 0.814054 -0.04 -0.11 0.17
H 4.336845 0.561455 2.025287 -0.02 -0.08 0.04
H -5.805640 1.234428 0.794165 0.04 0.01 -0.03
H 8.378840 4.091863 0.813032 0.04 0.06 0.03
C 3.825849 -1.993198 -0.820795 -0.25 -0.12 0.22
C 4.081538 -0.388117 1.549583 -0.16 0.18 -0.07
H 8.582448 -0.579750 1.252260 0.05 -0.05 -0.06
H -4.274828 0.157647 -1.653627 0.08 -0.06 0.07
C -1.616226 -1.268613 0.725538 -0.29 0.04 -0.17
C 4.964758 -2.131707 0.183630 -0.07 0.03 -0.22
H -7.634993 -0.091734 2.044167 0.10 -0.07 0.06
C -3.955048 -1.046225 -0.024468 0.01 0.11 -0.21
O 1.573477 -1.307682 -1.108641 -0.09 -0.02 -0.16
C 8.099588 1.972131 0.771316 0.00 -0.05 -0.01
H 3.203408 0.562838 -0.162715 -0.02 0.04 -0.03
C -2.499840 -1.095103 -0.333509 0.29 -0.12 0.17
N -8.705467 1.935313 -0.394585 0.23 0.20 -0.35
H 6.402067 -0.090943 2.351867 0.00 -0.05 0.01
C -1.981449 -1.014033 -1.625201 0.00 0.01 0.18
C 6.701649 1.130406 -0.976072 0.05 0.06 -0.05
C -0.623278 -1.088655 -1.836352 0.26 0.02 0.03
C -8.331693 0.494153 1.464350 -0.10 0.06 -0.06
H 3.779116 -1.102022 2.340714 0.04 0.06 0.03
C 2.914188 -0.170243 0.591550 -0.16 -0.27 0.10
O -4.429588 -1.570247 0.967468 -0.05 -0.06 0.29
H -0.211725 -1.038953 -2.832292 0.04 -0.01 -0.11
H -6.463607 -1.023044 -0.093592 0.03 0.15 -0.11
H 6.231349 0.297028 -1.474472 -0.05 -0.08 -0.07
C 7.503275 0.892945 0.132994 0.15 -0.09 -0.03
H -6.490415 0.448773 -2.782475 0.01 0.11 -0.12
H 6.947817 4.495390 -1.156138 -0.01 0.07 -0.03
C 6.472507 -0.852174 1.571330 0.18 -0.09 -0.09
C -9.982888 1.998153 -0.060526 -0.38 -0.02 0.13
C 7.102286 3.488773 -0.795685 0.00 0.12 0.00
C 7.904668 3.261896 0.308993 0.01 0.13 0.04
C -6.144143 -0.213273 -0.758799 -0.16 0.05 0.05
C 0.264758 -1.240662 -0.766135 -0.32 0.03 -0.14
H 0.395560 -1.456529 1.378397 0.09 0.01 0.05
C -0.251103 -1.331164 0.524490 0.36 -0.04 0.00
C -9.669786 0.562293 1.806980 0.01 0.03 -0.06
H -6.250758 1.952285 -0.774667 0.02 0.03 0.03
H 5.865813 -2.465213 -0.334593 -0.02 -0.07 0.04
H 7.718672 -1.212735 -0.157845 0.08 -0.07 0.00
C -6.453335 1.136585 -0.079344 0.05 -0.35 0.10
C -10.521263 1.332918 1.028551 0.05 -0.02 0.01
H -2.022935 -1.352126 1.722214 -0.03 -0.02 0.07
C 2.571556 -1.483027 -0.115419 0.45 0.14 0.19
H 3.621382 -2.953332 -1.296004 -0.02 -0.01 -0.03
C 7.665202 -0.500359 0.666225 -0.24 0.06 0.23
H 2.242589 -2.234081 0.617856 0.01 0.06 -0.08
C -7.888015 1.201987 0.349081 0.14 -0.02 0.18
H -7.915167 -0.202940 -1.978347 -0.11 0.04 -0.07
N -4.717673 -0.381731 -0.927773 -0.06 0.08 -0.24
H -6.651802 -1.299427 -2.554060 0.01 -0.07 -0.05
H -10.600185 2.613481 -0.702945 -0.13 0.02 0.01
H -2.637721 -0.926879 -2.479108 -0.05 0.00 -0.08
```
Positions in Å, forces in eV/Å.

Summary:
Frontier orbital gap   0.344 Eh
SMILES   C[C@H](Cc1ccccn1)NC(=O)c1ccc(OC2CCN(CCc3ccccc3)CC2)cc1

Results of the natural (NBO) charge analysis, in e, for atoms 1 through 4: -0.614, 0.211, 0.216, 0.217

***

Entry 4:
The following is a quantum chemistry calculation of a molecular structure, C31H28F6NO4ReSSb2, from the Open Molecules 2025 dataset.

XYZ file:
```
74
Properties=species:S:1:pos:R:3:forces:R:3
H -3.339350 2.489208 2.233672 0.01 0.02 0.00
H -2.387879 -0.844429 6.936233 0.00 0.01 -0.02
H -2.119035 -2.165635 4.881276 -0.01 0.02 0.00
F 3.186768 0.790931 -2.054776 0.02 -0.10 0.09
C 4.321747 -0.277553 1.784997 -0.05 -0.20 0.03
C -0.937293 -1.758578 -3.016802 -0.03 0.02 0.05
H -3.769855 -2.743923 -4.603918 0.00 0.00 0.00
H -0.112126 4.738937 0.752413 0.01 -0.01 0.00
C -1.772883 -3.317737 -5.093465 0.03 0.01 0.06
H -2.942205 -1.109551 1.534268 0.03 0.02 -0.02
H 2.473750 2.946836 0.719590 0.00 0.01 -0.02
Sb -0.294536 -1.487749 1.473848 -0.11 -0.29 0.02
F 6.033606 1.068959 2.637216 -0.26 -0.02 -0.15
C -2.302565 -1.098943 4.810878 0.01 0.00 0.02
C -2.259678 -1.388108 2.337441 -0.01 -0.01 -0.03
H 0.310439 -3.474806 -0.260977 -0.01 0.01 0.00
Sb -0.762922 2.270625 1.583374 -0.05 0.17 -0.21
C 2.580397 1.498462 -5.525356 -0.07 0.04 0.10
H -3.006174 -1.296928 -2.701120 0.01 -0.01 -0.01
C 0.003389 -2.445505 -3.779179 0.00 0.00 0.01
Re 0.555620 0.624386 -0.083152 0.38 -0.32 0.59
H -0.456569 2.863486 4.184744 0.02 0.00 0.00
C 1.430627 2.040755 -3.027092 -0.13 -0.16 -0.18
C 3.079944 -0.360843 1.191959 0.15 -0.11 -0.03
C -2.664787 0.863074 3.464817 0.02 -0.04 -0.01
H 4.896727 -1.156001 2.046325 -0.02 0.01 0.00
C 0.821275 -2.206253 3.134534 -0.04 0.03 0.02
H -1.441578 -3.186399 -0.275956 0.00 0.02 0.00
H -1.578452 4.813867 1.760262 0.00 0.01 0.00
C -2.400083 -0.513094 3.548870 0.01 0.08 0.01
F 3.121403 1.237075 -6.701745 0.06 -0.03 -0.13
C -0.416057 -3.235795 -4.834965 -0.03 -0.01 0.00
H -3.111940 0.992119 1.335252 0.02 0.00 -0.02
C 2.343933 0.789415 0.818706 -0.24 0.10 -0.09
F -0.215374 3.296217 -4.156258 -0.04 0.02 -0.01
C -0.489745 -0.912118 -1.893665 -0.08 0.06 -0.02
H 1.055424 3.205399 3.298574 0.01 0.00 -0.02
C 2.580823 1.267603 -3.144374 -0.10 0.17 -0.03
C -2.296650 -1.850556 -3.301083 0.00 0.02 0.00
C 0.885334 2.549135 -4.205499 0.04 -0.12 0.13
C -2.749168 0.993768 5.885788 -0.01 0.02 0.00
F 0.891411 2.774407 -6.545756 0.00 0.01 -0.03
O 0.741864 -0.875714 -1.560444 0.18 0.23 -0.23
O -1.372405 -4.723833 -6.875905 -0.05 0.02 0.10
H 4.655033 3.100623 1.883432 -0.01 0.00 -0.02
H -2.903482 1.580439 6.782219 0.00 -0.02 -0.02
S 0.629798 2.418765 -1.498144 0.13 0.12 -0.10
C 4.843985 0.980180 2.043120 0.17 -0.04 0.11
H 1.129094 -1.382952 3.776409 -0.02 0.00 -0.01
F 4.250142 0.244096 -4.442312 0.05 -0.03 -0.03
C -2.724210 1.593725 2.155185 0.04 -0.04 0.01
C -1.072890 4.272902 0.962152 -0.02 -0.02 0.04
H -2.483337 -2.422489 2.602046 0.00 0.00 -0.01
H 1.054869 -2.355319 -3.542371 0.00 0.00 -0.01
H 0.205245 -2.901075 3.704192 0.00 0.02 -0.02
C 0.240412 2.496656 3.433930 -0.05 0.00 0.01
O -3.421999 -4.238020 -6.414868 0.09 -0.01 0.06
H 2.683835 -1.343880 0.968277 0.02 -0.01 -0.01
H 0.645488 1.537079 3.749414 -0.02 -0.01 0.00
N -2.227111 -4.168216 -6.219682 -0.05 0.03 -0.17
C 2.963794 2.041581 1.054427 0.17 0.13 0.19
C -0.561917 -3.278155 0.359684 0.05 -0.01 0.03
H -3.086283 2.647385 4.572184 0.00 -0.02 0.00
O -1.280018 -0.196732 -1.214945 -0.14 0.07 0.12
C 1.442501 2.286209 -5.441507 0.07 -0.02 -0.03
H 1.706518 -2.727136 2.774432 0.00 0.00 -0.01
H -0.707258 -4.103283 1.055487 -0.01 0.00 -0.01
H 0.280215 -3.782252 -5.452577 0.01 -0.01 -0.01
C -2.725216 -2.642840 -4.351391 0.01 -0.03 -0.02
C 4.186120 2.145521 1.688878 -0.15 0.21 -0.10
H -1.677630 4.292808 0.058267 0.00 -0.03 0.00
C 3.152219 0.989567 -4.370939 -0.04 0.03 0.01
C -2.849415 1.590343 4.640087 0.02 -0.01 0.02
C -2.463649 -0.360108 5.971343 0.01 -0.03 0.01
```
Positions in Å, forces in eV/Å.

Summary:
Charge   +1
Frontier orbital gap (spin up / spin down)   0.198 / 0.236 Eh
2S+1   2
⟨S²⟩   0.768

Results of the Löwdin charge analysis, in e, for atoms 1 through 4: 0.073, 0.111, 0.114, 0.087

***

Relative energy (zero: lowest compared OMol25 entry of this formula, charge and spin) / kJ/mol: 0.0, 219.0, 3.5, 0.0